DFT (wB97M-V/def2-TZVPD) results for a cluster of 3 separate species, C35H61FN4O3PS2 in total at a distorted geometry.

Calculated values
HOMO level: -0.4068 Ha
LUMO energy: -4.26 eV
Molar mass: 700.004 g/mol
Calculated total energy: -83058.91898 eV
Kohn-Sham gap: 0.2504 Eh

```
! wB97M-V def2-TZVPD RIJCOSX def2/J DEFGRID3
* xyz 1 1
C -6.397 -2.120 -1.179
C -4.961 -1.503 -0.971
C -3.903 -2.618 -0.598
C -2.773 -2.120 0.296
C -1.640 -1.660 -0.392
N -1.531 -1.609 -1.792
C -1.893 -0.368 -2.473
C -1.326 0.921 -1.813
N -0.547 -1.242 0.301
C -0.411 -1.207 1.632
C 0.972 -0.733 2.044
C 1.143 0.843 1.832
C -0.198 1.616 1.702
C 0.167 3.146 1.526
S -0.751 4.178 2.717
C 0.175 4.116 4.228
N -0.250 4.863 5.196
N 0.643 4.619 6.223
C 1.521 3.781 5.819
O 1.271 3.388 4.515
C -1.530 -1.606 2.411
C -1.484 -1.551 3.865
P -0.187 -0.964 4.997
O 1.005 -2.066 5.040
O 0.400 0.517 4.635
S -0.760 -0.777 6.859
C -2.591 -2.015 4.537
C -3.771 -2.492 3.906
C -3.878 -2.511 2.523
C -5.230 -3.007 2.025
C -5.160 -4.584 1.862
C -5.559 -5.319 3.167
F -4.417 -5.737 3.864
C -2.737 -2.080 1.748
H -6.325 -3.219 -1.258
H -6.998 -1.869 -0.287
H -6.904 -1.696 -2.057
H -4.964 -0.670 -0.251
H -4.686 -1.122 -1.969
H -3.523 -2.955 -1.577
H -4.411 -3.514 -0.211
H -1.746 -2.465 -2.277
H -1.431 -0.387 -3.479
H -2.967 -0.172 -2.634
H -1.495 1.806 -2.443
H -1.917 1.094 -0.888
H -0.280 0.809 -1.483
H 0.232 -0.934 -0.279
H 1.376 -1.098 2.991
H 1.665 -1.153 1.284
H 1.716 1.192 2.707
H 1.744 1.042 0.924
H -0.772 1.434 2.621
H -0.740 1.340 0.787
H -0.154 3.458 0.518
H 1.261 3.283 1.580
H 2.320 3.436 6.472
H 1.309 -2.116 5.964
H -0.204 1.135 5.084
H -2.620 -2.042 5.633
H -4.603 -2.843 4.525
H -5.626 -2.505 1.140
H -5.981 -2.846 2.820
H -5.697 -4.943 0.971
H -4.090 -4.833 1.708
H -6.114 -6.229 2.889
H -6.166 -4.692 3.843
C 0.717 -3.376 -6.934
C 1.822 -2.324 -6.948
C 2.847 -2.506 -5.830
C 2.289 -2.385 -4.411
C 1.592 -1.061 -4.100
C 2.514 0.150 -4.200
H 0.125 -3.328 -6.017
H 0.036 -3.222 -7.773
H 1.135 -4.381 -7.020
H 1.378 -1.325 -6.902
H 2.344 -2.382 -7.907
H 3.652 -1.779 -5.969
H 3.313 -3.491 -5.933
H 3.114 -2.526 -3.704
H 1.590 -3.206 -4.222
H 1.194 -1.112 -3.079
H 0.729 -0.920 -4.759
H 3.364 0.049 -3.520
H 1.976 1.061 -3.931
H 2.898 0.283 -5.212
C 4.072 5.220 1.944
C 5.056 4.251 1.296
C 5.869 4.878 0.166
C 5.048 5.369 -1.029
C 4.182 4.306 -1.702
C 4.987 3.157 -2.302
H 3.320 5.567 1.232
H 3.546 4.728 2.767
H 4.590 6.091 2.349
H 4.518 3.368 0.935
H 5.749 3.894 2.064
H 6.614 4.153 -0.176
H 6.439 5.723 0.565
H 5.737 5.787 -1.769
H 4.408 6.199 -0.714
H 3.610 4.784 -2.503
H 3.446 3.909 -0.995
H 5.701 3.526 -3.040
H 4.323 2.448 -2.803
H 5.537 2.606 -1.537
*
```

DFT (wB97M-V/def2-TZVPD) results for a structure of composition C35H62Cl9N10O18 at a distorted geometry.

Calculated values
HOMO level: -0.3956 Ha
LUMO energy: -2.51 eV
Molar mass: 1230.010 g/mol
Calculated total energy: -201722.81267 eV
Kohn-Sham gap: 0.3033 Eh

```
! wB97M-V def2-TZVPD RIJCOSX def2/J DEFGRID3
* xyz 1 1
C -2.652 0.487 2.262
C -2.245 -0.398 1.141
C -1.505 0.308 -0.003
N -0.575 -0.611 -0.803
C -1.434 -1.670 -1.439
C 0.499 -1.343 0.092
C 1.765 -1.502 -0.776
C 1.548 -0.782 -2.136
C 0.331 0.123 -1.823
H -3.038 1.427 1.869
H -1.791 0.575 2.924
H -3.490 0.110 2.848
H -3.193 -0.789 0.770
H -1.643 -1.128 1.681
H -0.755 0.953 0.456
H -2.092 0.918 -0.689
H -1.991 -2.122 -0.618
H -0.682 -2.332 -1.870
H -2.064 -1.180 -2.181
H 0.132 -2.292 0.482
H 0.676 -0.686 0.943
H 1.990 -2.559 -0.920
H 2.540 -1.007 -0.190
H 1.203 -1.480 -2.899
H 2.453 -0.345 -2.559
H -0.214 0.495 -2.690
H 0.640 1.041 -1.323
C 5.663 -0.307 -0.340
C 5.022 0.697 -1.314
N 5.989 1.548 -1.881
C 7.162 1.190 -2.528
C 7.895 2.313 -2.953
N 7.074 3.387 -2.471
C 5.974 2.902 -1.807
C 7.472 4.743 -2.612
H 4.938 -1.026 0.043
H 6.060 0.093 0.593
H 6.452 -0.843 -0.868
H 4.177 1.246 -0.896
H 4.546 0.179 -2.146
H 7.508 0.176 -2.664
H 8.786 2.465 -3.545
H 5.276 3.550 -1.298
H 8.150 4.898 -1.773
H 6.673 5.471 -2.753
H 7.992 4.835 -3.566
Cl 2.449 3.381 -3.989
O 3.445 2.381 -4.126
O 1.656 2.979 -2.929
O 2.928 4.697 -3.679
O 1.676 3.502 -5.215
C -4.765 3.474 0.039
Cl -4.315 4.662 1.290
Cl -5.437 2.098 0.775
Cl -5.995 4.322 -0.889
Cl -3.316 2.956 -0.904
C 2.343 1.842 2.272
Cl 2.687 3.343 3.064
Cl 2.119 2.398 0.613
Cl 3.804 0.897 2.384
Cl 1.023 0.888 2.972
C -4.360 0.298 6.026
N -5.340 -0.339 5.133
O -5.529 -1.560 5.235
O -5.837 0.435 4.314
H -4.036 -0.453 6.747
H -4.876 1.118 6.525
H -3.573 0.753 5.426
C 1.509 -3.798 -6.494
N 0.305 -2.887 -6.441
O 0.078 -2.371 -5.358
O -0.313 -2.713 -7.473
H 1.444 -4.531 -5.690
H 2.392 -3.162 -6.429
H 1.469 -4.291 -7.465
C 0.934 -2.345 5.533
N -0.132 -1.356 5.845
O -0.690 -0.775 4.880
O -0.194 -1.039 7.043
H 1.824 -1.897 5.975
H 0.946 -2.322 4.443
H 0.691 -3.336 5.916
C 1.642 -6.180 -1.435
N 0.974 -5.293 -2.379
O -0.245 -5.256 -2.241
O 1.624 -4.736 -3.253
H 2.075 -6.980 -2.036
H 0.904 -6.525 -0.710
H 2.339 -5.516 -0.925
C 0.241 5.464 -0.146
N -0.630 4.868 0.929
O -0.703 3.599 0.918
O -1.157 5.705 1.670
H 0.430 6.485 0.185
H -0.311 5.392 -1.083
H 1.170 4.894 -0.147
C -0.864 0.886 -5.467
N -2.215 1.021 -4.814
O -2.935 2.014 -5.032
O -2.603 0.081 -4.117
H -0.222 1.749 -5.289
H -1.157 0.792 -6.513
H -0.451 -0.058 -5.113
C -3.831 -2.663 -5.639
N -3.183 -3.396 -4.504
O -3.572 -3.056 -3.352
O -2.286 -4.193 -4.763
H -3.939 -3.331 -6.493
H -3.353 -1.722 -5.910
H -4.808 -2.393 -5.238
C -2.059 -3.543 3.484
C -3.267 -3.119 2.927
C -3.670 -3.495 1.647
C -2.701 -4.112 0.851
C -1.470 -4.453 1.404
C -1.162 -4.271 2.710
H -1.822 -3.314 4.513
H -3.983 -2.537 3.488
H -4.639 -3.228 1.252
H -2.861 -4.347 -0.191
H -0.756 -4.960 0.772
H -0.244 -4.644 3.139
C -1.390 2.374 6.924
C -2.484 3.001 7.513
C -3.392 3.694 6.733
C -3.319 3.622 5.349
C -2.274 2.905 4.758
C -1.287 2.315 5.511
H -0.658 1.837 7.508
H -2.612 2.986 8.586
H -4.196 4.106 7.324
H -4.166 4.017 4.808
H -2.276 2.784 3.685
H -0.480 1.754 5.064
*
```

DFT (wB97M-V/def2-TZVPD) results for a cluster of 3 separate species, C35H64N6O7PS3 in total at a distorted geometry.

Calculated values
HOMO level: -0.3529 Ha
LUMO energy: -2.86 eV
Molar mass: 808.107 g/mol
Calculated total energy: -102393.32602 eV
Kohn-Sham gap: 0.2478 Eh

```
! wB97M-V def2-TZVPD RIJCOSX def2/J DEFGRID3
* xyz 1 1
C 5.294 -1.358 3.741
C 5.546 -1.221 2.242
C 4.274 -1.413 1.402
C 3.488 -0.121 1.224
C 2.324 -0.209 0.218
N 2.403 0.811 -0.860
C 2.001 0.327 -2.113
N 2.714 -0.518 -2.801
S 2.136 -1.106 -4.316
C 4.023 -1.039 -2.328
C 5.056 0.046 -2.099
C 5.411 0.708 -3.435
N 6.000 1.969 -3.412
O 5.202 0.118 -4.469
N 0.799 0.840 -2.503
C -0.353 -0.066 -2.662
C -0.749 -0.820 -1.387
C -0.369 -2.298 -1.413
C -0.878 -3.108 -0.196
C -1.427 -2.285 0.962
O -1.745 -3.133 2.045
C -1.057 -2.824 3.243
C -1.625 -1.613 3.971
C 0.731 2.190 -1.954
C -0.647 2.775 -1.626
C -1.547 2.199 -0.513
C -2.179 3.307 0.344
C -2.548 2.860 1.772
N -2.409 3.941 2.716
C -3.290 4.971 2.871
C -2.791 5.816 3.815
C -1.555 5.285 4.249
C -1.351 4.125 3.558
P 1.331 3.286 -3.392
S 2.699 2.605 -4.585
C 1.773 2.120 -0.746
S 3.263 3.258 -1.051
N 1.276 2.612 0.508
C 0.921 1.951 1.466
O 0.640 1.388 2.430
H 4.560 -0.627 4.082
H 4.905 -2.354 3.949
H 6.214 -1.220 4.304
H 6.244 -2.009 1.950
H 6.030 -0.275 1.995
H 4.558 -1.852 0.443
H 3.651 -2.149 1.917
H 4.148 0.708 0.963
H 3.066 0.135 2.199
H 2.329 -1.193 -0.244
H 1.389 -0.135 0.767
H 3.334 -0.918 -4.892
H 4.402 -1.665 -3.128
H 3.856 -1.696 -1.479
H 4.799 0.779 -1.341
H 5.971 -0.445 -1.749
H 6.418 2.172 -2.511
H 5.322 2.692 -3.645
H -0.131 -0.797 -3.435
H -1.183 0.512 -3.063
H -0.309 -0.344 -0.516
H -1.828 -0.732 -1.255
H 0.721 -2.385 -1.424
H -0.779 -2.749 -2.314
H -0.095 -3.758 0.185
H -1.681 -3.762 -0.527
H -0.742 -1.491 1.286
H -2.349 -1.780 0.653
H 0.014 -2.694 3.040
H -1.146 -3.705 3.878
H -0.858 -1.171 4.608
H -1.982 -0.848 3.283
H -2.445 -1.895 4.628
H -1.226 2.791 -2.548
H -0.457 3.826 -1.387
H -2.369 1.674 -1.004
H -1.070 1.468 0.129
H -1.480 4.138 0.452
H -3.081 3.676 -0.143
H -1.894 2.053 2.100
H -3.584 2.521 1.793
H -4.202 5.020 2.296
H -3.263 6.716 4.167
H -0.894 5.677 5.003
H -0.512 3.459 3.666
H 0.119 3.421 -4.077
H 1.520 4.558 -2.851
H 2.695 4.392 -0.625
O -5.590 5.618 0.820
C -6.108 4.940 -0.023
O -6.005 3.596 0.096
C -6.737 2.686 -0.735
C -6.013 2.389 -2.031
C -6.785 5.536 -1.232
H -7.749 3.052 -0.905
H -6.825 1.781 -0.137
H -5.903 3.283 -2.645
H -6.560 1.644 -2.607
H -5.014 2.002 -1.821
H -6.033 5.702 -2.003
H -7.200 6.497 -0.942
H -7.586 4.928 -1.644
O -0.278 -5.690 -1.800
C -0.218 -6.665 -1.097
O -0.541 -6.525 0.201
C -0.699 -7.635 1.094
C 0.613 -8.064 1.714
C 0.271 -7.998 -1.608
H -1.206 -8.460 0.592
H -1.377 -7.268 1.862
H 1.315 -8.427 0.962
H 0.445 -8.862 2.436
H 1.079 -7.222 2.226
H 1.357 -8.025 -1.519
H 0.009 -8.072 -2.660
H -0.146 -8.856 -1.090
*
```

Question: What is the Kohn-Sham gap in the first record?
Answer: 0.2504 Eh